This record from the OMol25 dataset describes the ion C8H9ClN3OS with charge +1 in a non-equilibrium geometry. The level of theory is ωB97M-V with the def2-TZVPD basis set.

Each line ends with the Mulliken charge.
Cartesian coordinates (Å):
1 C -1.480 2.266 1.826  -0.69
2 C 0.677 -0.266 -2.770  -0.87
3 C 1.302 1.512 -1.144  -0.51
4 C 0.692 -0.772 -1.382  0.50
5 C -1.628 0.969 2.245  0.50
6 C -0.302 0.946 0.471  0.43
7 C -0.934 -1.269 1.506  -0.81
8 C 1.221 -2.014 -1.198  -0.34
9 N 0.634 0.429 -0.409  0.13
10 N -0.973 0.161 1.339  0.07
11 N -0.747 2.171 0.640  -0.11
12 O 1.474 -2.718 -2.356  -0.45
13 S 1.348 1.373 -2.749  -0.06
14 Cl -2.522 0.159 3.489  -0.16
15 H -2.017 3.081 2.128  0.45
16 H 0.915 -0.753 -3.656  0.49
17 H 1.765 2.269 -0.557  0.55
18 H 0.074 -1.665 1.766  0.28
19 H -1.634 -1.572 2.336  0.27
20 H -1.310 -1.749 0.600  0.36
21 H 1.491 -2.391 -0.160  0.27
22 H -0.349 3.049 0.263  0.33
23 H 2.303 -3.216 -2.228  0.37

Computed properties:
E_HOMO (alpha / beta), eV: -10.889 / -10.557
Kohn-Sham gap (alpha / beta), Eh: 0.2685 / 0.2497
Energy relative to the best compared isomer or geometry (same formula, charge and spin), kJ/mol: 333.0
Total charge: +1